{
  "formula": "C9H24N4S3Tb",
  "method": "ωB97M-V/def2-TZVPD",
  "energy_ev": -70593.798,
  "homo_ev": [-17.59, -17.59],
  "mol_weight_g_mol": 443.4,
  "homo_lumo_gap_ev": [5.69, 7.74],
  "total_charge": 3,
  "multiplicity": 7,
  "s_squared": 12.09,
  "symbols": ["Tb", "S", "S", "C", "C", "C", "N", "C", "C", "H", "H", "H", "H", "H", "H", "H", "H", "C", "H", "H", "H", "H", "H", "H", "H", "C", "C", "H", "H", "H", "H", "N", "N", "C", "N", "S", "H", "H", "H", "H", "H"],
  "positions_angstrom": [[0.01888, -0.06912, 0.00006], [-1.44114, -2.30963, -0.49601], [2.54205, 0.88462, 0.40801], [-0.21463, -3.68496, -0.32085], [-1.26948, -1.84378, -2.28516], [0.10218, -1.41821, -2.81813], [0.60555, -0.13849, -2.22176], [2.06760, 0.15230, -2.37684], [2.57974, 1.22738, -1.41461], [-2.02641, -1.06390, -2.45764], [-1.59776, -2.74515, -2.81329], [0.00239, -1.27591, -3.90163], [0.85314, -2.19873, -2.66798], [2.23892, 0.51661, -3.39753], [2.62696, -0.78126, -2.27193], [2.03519, 2.17456, -1.54416], [3.63712, 1.42401, -1.62056], [3.56481, -0.65232, 0.54917], [0.12982, 0.60454, -2.74252], [3.22794, -1.42514, -0.15283], [3.46147, -1.03223, 1.57366], [4.61944, -0.40959, 0.35896], [-0.11630, -3.91550, 0.74745], [0.77031, -3.40625, -0.71528], [-0.58865, -4.57374, -0.84745], [-2.90592, 4.12003, -2.46788], [-3.24596, 4.15273, -1.17520], [-3.48082, 3.53848, -3.21122], [-2.05654, 4.70322, -2.86744], [-4.12878, 3.60914, -0.79356], [-2.70102, 4.77821, -0.44553], [-1.38335, 1.45124, 1.15029], [-1.28624, 1.00021, 2.50294], [-0.53411, -0.05257, 2.96490], [-0.62009, -0.20181, 4.29563], [0.46809, -1.26038, 2.24740], [-2.36344, 1.46908, 0.84642], [-1.11233, 2.43951, 1.07909], [-1.80173, 1.53214, 3.19891], [-0.09321, -0.96589, 4.72058], [-1.16137, 0.39205, 4.90484]],
  "forces_ev_per_angstrom": [[0.1, 0.1, -0.1], [0.6, -0.4, -0.5], [0.4, -0.6, -0.5], [0.0, 0.0, 0.0], [-0.2, -0.3, 0.0], [0.2, -0.2, -0.4], [-0.1, 0.2, -0.7], [0.2, -0.1, -0.3], [0.3, 0.1, 0.2], [0.1, -0.2, 0.0], [0.0, 0.3, -0.2], [0.0, -0.2, 0.1], [-0.1, 0.1, 0.0], [0.1, -0.1, 0.2], [-0.1, 0.1, 0.0], [0.2, -0.1, 0.0], [-0.2, 0.1, -0.2], [0.0, 0.0, 0.0], [0.0, 0.0, 0.1], [0.1, 0.2, 0.1], [0.0, 0.3, -0.3], [-0.4, 0.1, 0.0], [-0.2, 0.1, -0.3], [-0.3, 0.0, 0.1], [0.0, 0.4, 0.1], [0.2, -0.2, -0.2], [0.1, -0.2, 0.3], [0.3, 0.4, 0.5], [-0.6, -0.3, 0.3], [0.5, 0.4, -0.3], [-0.3, -0.3, -0.5], [-0.4, 0.4, 0.7], [0.2, -0.1, -0.3], [-0.5, 0.0, 2.3], [0.4, -0.2, -1.0], [-0.2, 0.2, 0.1], [-0.1, -0.3, 0.2], [0.2, -0.1, 0.3], [0.0, 0.0, -0.2], [-0.3, 0.4, 0.0], [-0.1, 0.1, 0.1]]
}


{
  "formula": "C9H25AuN5S",
  "method": "ωB97M-V/def2-TZVPD",
  "energy_ev": -31687.491,
  "homo_ev": [-18.80, -18.59],
  "mol_weight_g_mol": 432.4,
  "homo_lumo_gap_ev": [9.35, 5.73],
  "de_lowest_kj_mol": 0.0,
  "total_charge": 3,
  "multiplicity": 3,
  "s_squared": 2.02,
  "symbols": ["Au", "N", "C", "C", "N", "C", "C", "N", "H", "H", "H", "H", "H", "H", "H", "H", "H", "H", "H", "H", "H", "C", "N", "C", "C", "S", "N", "C", "C", "H", "H", "H", "H", "H", "H", "H", "H", "H", "H", "H", "H"],
  "positions_angstrom": [[-0.52315, 1.47441, 0.55119], [-1.10654, 2.46189, -1.25125], [-1.96610, 3.57844, -0.72976], [-1.13138, 4.47063, 0.17242], [-0.36646, 3.68861, 1.18644], [-0.74023, 3.71892, 2.63035], [-1.50099, 2.47555, 3.04528], [-0.69005, 1.26634, 2.66984], [-0.32222, 2.83432, -1.78541], [-1.63850, 1.88499, -1.89993], [-2.79753, 3.13124, -0.18560], [-2.37987, 4.16495, -1.54899], [-1.77153, 5.20285, 0.66346], [-0.40554, 5.02006, -0.42791], [0.62352, 3.89252, 1.09207], [-1.32663, 4.61084, 2.85238], [0.18637, 3.78670, 3.20106], [-2.45863, 2.40615, 2.53084], [-1.69641, 2.49688, 4.11630], [-1.16844, 0.41543, 2.96265], [0.20177, 1.26899, 3.16337], [0.88035, -4.13914, -2.70864], [0.13216, -3.24690, -1.78970], [-1.30099, -3.09620, -2.09769], [0.70164, -2.57081, -0.83828], [-0.05698, -1.41881, 0.16718], [1.98216, -2.86816, -0.40041], [2.98560, -1.84256, -0.08415], [2.34726, -4.24146, -0.02773], [0.48050, -3.98643, -3.70822], [0.73195, -5.18304, -2.43811], [1.93692, -3.89438, -2.71492], [-1.64620, -4.02247, -2.54986], [-1.43559, -2.28795, -2.81775], [-1.87796, -2.90982, -1.19920], [2.73421, -0.90533, -0.56939], [3.94677, -2.20504, -0.44755], [3.06055, -1.70211, 0.99272], [1.49440, -4.90760, -0.08932], [2.73171, -4.23098, 0.99247], [3.15009, -4.59151, -0.68027]],
  "forces_ev_per_angstrom": [[-0.1, 0.5, 0.2], [0.1, -0.2, 0.0], [0.1, 0.0, 0.0], [0.0, 0.0, 0.0], [-0.1, -0.2, 0.0], [0.0, 0.0, 0.0], [0.1, 0.0, 0.0], [0.0, -0.1, -0.1], [0.0, 0.0, 0.0], [0.0, 0.0, 0.0], [0.0, 0.0, 0.0], [0.0, 0.0, -0.1], [0.0, 0.0, 0.1], [0.0, 0.0, 0.0], [0.0, 0.0, 0.0], [0.0, 0.0, -0.1], [0.0, 0.1, 0.0], [0.0, 0.0, 0.0], [0.0, 0.0, 0.1], [0.0, 0.0, 0.0], [0.0, 0.0, 0.0], [-0.1, 0.0, 0.1], [0.1, -0.2, -0.3], [0.0, 0.0, 0.0], [-0.4, 0.3, -0.1], [-0.1, -0.3, 0.0], [0.4, 0.0, 0.3], [0.0, -0.1, -0.2], [-0.1, 0.1, 0.1], [0.0, 0.1, 0.0], [0.0, 0.0, 0.1], [0.0, 0.0, 0.1], [0.0, 0.0, 0.0], [0.0, 0.0, 0.0], [0.0, 0.0, 0.1], [0.0, 0.0, 0.0], [0.0, 0.0, 0.0], [0.0, -0.1, 0.0], [-0.1, 0.0, 0.0], [0.0, 0.0, 0.0], [0.0, 0.0, -0.1]]
}


{
  "formula": "C9H25BNO8P",
  "method": "ωB97M-V/def2-TZVPD",
  "energy_ev": -37578.138,
  "homo_ev": -9.70,
  "mol_weight_g_mol": 317.1,
  "homo_lumo_gap_ev": 10.05,
  "de_lowest_kj_mol": 0.0,
  "smiles": "O=[P@](O)(OCCCCO)OCB(O)O.COC[C@@H](C)N",
  "symbols": ["O", "P", "O", "O", "C", "C", "C", "C", "O", "O", "C", "B", "O", "O", "H", "H", "H", "H", "H", "H", "H", "H", "H", "H", "H", "H", "H", "H", "C", "C", "C", "O", "C", "N", "H", "H", "H", "H", "H", "H", "H", "H", "H", "H", "H"],
  "positions_angstrom": [[-0.98898, 1.93177, -1.53733], [0.06620, 1.03702, -1.92533], [-0.30812, -0.46974, -1.74006], [1.35185, 1.35657, -1.06497], [2.39454, 0.36752, -0.98903], [3.04579, 0.38214, 0.39389], [2.12510, 0.89228, 1.51864], [2.54797, 2.25901, 2.05155], [3.29186, 2.15043, 3.26298], [0.44321, 1.10438, -3.44121], [0.16030, 2.40290, -4.04718], [1.09820, 3.59242, -3.57082], [2.38374, 3.41970, -3.23256], [0.59370, 4.86080, -3.55530], [-0.22320, -0.71247, -0.80476], [2.05848, -0.63233, -1.22864], [3.15287, 0.61098, -1.72146], [3.92830, 1.00366, 0.33686], [3.34721, -0.62610, 0.63225], [1.08560, 0.91641, 1.22489], [2.20566, 0.19813, 2.34007], [3.13155, 2.77909, 1.29897], [1.69273, 2.87807, 2.27508], [4.12772, 1.71350, 3.03957], [0.34209, 2.26580, -5.10614], [-0.87522, 2.68080, -3.93730], [2.64769, 2.48689, -3.28711], [0.01629, 4.99909, -2.78821], [-3.42705, -1.80657, 0.38682], [-2.01782, -2.32833, 0.64479], [-1.96257, -3.68362, 1.36049], [-2.26130, -3.64616, 2.74012], [-3.63729, -3.57603, 3.06685], [-1.25507, -1.29632, 1.36239], [-3.87194, -1.36618, 1.27752], [-3.40013, -1.02694, -0.37396], [-4.08314, -2.60141, 0.02843], [-1.54586, -2.47237, -0.33282], [-0.93510, -4.05282, 1.30206], [-2.59821, -4.42197, 0.85376], [-4.24599, -4.15662, 2.36789], [-3.98968, -2.54299, 3.09250], [-3.75775, -3.99313, 4.06574], [-0.28356, -1.59365, 1.43184], [-1.57069, -1.28361, 2.32823]],
  "forces_ev_per_angstrom": [[-1.3, 1.6, 0.4], [-0.5, 0.4, 0.2], [0.7, -1.1, 0.1], [0.6, -1.0, -0.1], [0.7, 0.3, 0.3], [-0.8, 0.2, 0.0], [0.5, 0.0, -0.1], [-0.1, -0.2, 0.2], [0.4, -0.1, -0.2], [0.3, 0.0, -0.6], [0.5, 0.1, -0.3], [-0.6, -0.1, 0.1], [0.9, -0.7, 0.0], [-0.2, 0.6, 0.5], [-0.5, 0.0, 0.1], [-0.5, -0.1, -0.1], [0.1, 0.1, -0.4], [0.4, 0.1, 0.1], [0.3, -0.3, -0.1], [-0.2, 0.0, -0.2], [-0.1, -0.2, 0.5], [0.1, 0.2, -0.2], [-0.3, 0.1, 0.2], [-0.2, 0.2, 0.2], [0.0, -0.2, -0.4], [-0.4, -0.2, 0.2], [0.0, 0.4, 0.0], [0.0, 0.1, -0.5], [0.0, 0.0, -0.2], [-0.2, 0.1, 0.2], [0.1, -0.1, -0.1], [0.0, 0.1, 0.0], [0.1, 0.0, 0.1], [0.4, -0.2, -0.3], [0.0, 0.0, 0.1], [0.0, 0.0, 0.0], [0.0, 0.0, 0.0], [0.0, -0.1, 0.0], [0.0, 0.0, 0.0], [-0.1, 0.1, 0.0], [0.0, 0.0, 0.0], [-0.1, 0.0, -0.1], [0.0, 0.0, 0.0], [0.0, 0.0, 0.1], [-0.1, 0.2, 0.0]]
}